Formula: C11H24BF10FeNO13S5
Source: OMol25
Level of theory: ωB97M-V with the def2-TZVPD basis set

E_HOMO (spin up / spin down)	-10.5 / -9.5	eV
2S+1	5
E	-5744.8006	hartree
gap between HOMO and LUMO (spin up / spin down)	10.40 / 9.38	eV
energy above the lowest of the compared OMol25 structures with the same formula, charge and spin	2.5	kcal/mol
LUMO (spin up / spin down)	-0.1 / -0.1	eV

Last column: natural (NBO) charge in e.
Cartesian coordinates (Å):
Fe 0.3844 0.8203 -0.2136  1.630
B 1.3074 2.1763 1.9713  1.346
F 2.2979 1.9379 2.8858  -0.541
F 0.2482 1.2263 1.9617  -0.570
F 0.8011 3.4577 2.0983  -0.543
F 1.8348 2.0756 0.6031  -0.584
C -1.4809 -0.3498 -3.4307  0.726
F -1.9470 -1.2779 -4.2649  -0.306
F -1.4742 0.8356 -4.0209  -0.297
F -2.3100 -0.3088 -2.3609  -0.334
S 0.2011 -0.8740 -2.8227  2.246
O -0.1028 -1.7294 -1.7153  -0.943
O 0.9296 -1.3852 -3.9173  -0.878
N 0.7573 0.5613 -2.2061  -1.333
S 1.6366 1.5052 -3.1980  2.238
O 1.3236 1.3742 -4.5804  -0.905
O 1.6408 2.8169 -2.6157  -0.915
C 3.3637 0.8882 -3.0137  0.724
F 3.8754 1.3368 -1.8716  -0.307
F 3.3858 -0.4421 -2.9500  -0.307
F 4.0846 1.3125 -4.0305  -0.294
O -3.2174 -0.9432 2.2172  -0.935
S -1.9990 -1.4230 1.6473  2.445
O -1.1997 -0.6279 0.8026  -0.968
O -1.0275 -1.8522 2.8110  -0.721
C -1.5846 -2.5112 3.9490  -0.084
C -0.5446 -2.6488 5.0287  -0.628
C -2.2775 -2.9601 0.8410  -0.911
H -1.9740 -3.5005 3.6384  0.167
H -2.5407 -2.0751 4.2575  0.213
H -0.7972 -3.4049 5.7623  0.230
H -0.3729 -1.6864 5.5146  0.227
H 0.4057 -2.8763 4.5394  0.210
H -3.1857 -3.3727 1.2774  0.252
H -1.4168 -3.6074 0.9395  0.253
H -2.4987 -2.7330 -0.2010  0.276
O -1.3955 1.8576 -0.4956  -1.023
S -2.6221 2.5858 -0.6931  2.462
O -2.7067 3.9020 -0.2325  -0.904
O -2.8855 2.5027 -2.2292  -0.727
C -3.4719 3.6502 -2.9204  -0.070
C -3.1262 3.4932 -4.3749  -0.631
C -3.9286 1.5930 -0.0793  -0.900
H -3.1079 4.5567 -2.4504  0.218
H -4.5619 3.6049 -2.8452  0.180
H -3.4299 2.5034 -4.7170  0.220
H -2.0571 3.5739 -4.5821  0.232
H -3.6233 4.2600 -4.9677  0.223
H -4.8383 2.1770 -0.2054  0.251
H -3.7836 1.4150 0.9853  0.275
H -3.9205 0.6614 -0.6350  0.260
O 1.5731 -0.8020 0.4299  -1.031
S 2.5055 -1.8937 0.3994  2.475
O 2.7427 -2.5702 -0.8096  -0.887
O 3.8693 -1.3242 0.8720  -0.711
C 4.0579 -0.8077 2.2027  -0.093
C 5.4402 -0.2171 2.2552  -0.628
C 2.0549 -2.9914 1.6720  -0.922
H 3.9688 -1.6027 2.9469  0.171
H 3.3122 -0.0463 2.4497  0.230
H 6.2151 -0.9914 2.2144  0.209
H 5.6180 0.3607 3.1595  0.231
H 5.6728 0.3909 1.3800  0.234
H 2.0173 -2.4292 2.6068  0.254
H 2.8260 -3.7490 1.7906  0.260
H 1.0582 -3.3985 1.5403  0.261


Formula: C11H24CeClI2N2P2
Source: OMol25
Level of theory: ωB97M-V with the def2-TZVPD basis set

E_HOMO (spin up / spin down)	-15.5 / -15.5	eV
E	-2755.4408	hartree
gap between HOMO and LUMO (spin up / spin down)	4.47 / 3.82	eV
charge	+3
LUMO (spin up / spin down)	-11.0 / -11.7	eV

Last column: Löwdin charge in e.
Cartesian coordinates (Å):
I 0.0138 -1.7964 -6.2560  -0.008
I 0.0137 0.8839 -6.5529  0.023
Ce 0.0021 -0.0282 -0.0932  0.702
P -2.4510 0.0218 0.1336  0.617
C -3.2656 -0.1591 -1.4161  -0.184
C -3.0047 -1.2939 1.2054  -0.191
H -4.0847 -1.1958 1.3090  0.094
H -4.0808 1.4811 0.9975  0.097
H -2.5239 -1.2245 2.1928  0.059
H -2.5159 1.7088 1.8488  0.063
H -2.9967 -1.1104 -1.8998  0.088
H -2.7600 -2.2766 0.7768  0.078
C -2.9972 1.5492 0.8735  -0.185
H -4.3394 -0.1362 -1.2274  0.099
H -2.7531 2.4062 0.2266  0.087
H -2.9951 0.6551 -2.1056  0.088
P 2.4493 0.0105 0.1525  0.617
C 3.2751 -0.1737 -1.3925  -0.182
C 2.9983 1.5318 0.8979  -0.185
H 2.5011 -1.2406 2.2090  0.069
H 4.0692 -1.2195 1.3355  0.093
H 2.7418 -2.2921 0.7948  0.063
C 2.9892 -1.3126 1.2259  -0.185
H 2.5091 1.6935 1.8692  0.063
H 4.0804 1.4573 1.0324  0.097
H 4.3480 -0.1536 -1.1962  0.099
H 3.0120 0.6422 -2.0839  0.089
H 2.7657 2.3911 0.2501  0.088
H 3.0070 -1.1238 -1.8788  0.082
Cl -0.0059 0.3063 2.4561  0.297
N 0.5194 -6.4085 1.6862  0.216
C 0.3694 -5.1516 1.3290  -0.252
C 0.6457 -4.6421 0.0146  0.023
C 0.4986 -3.3300 -0.2947  -0.134
N 0.0735 -2.3839 0.6206  -0.161
C -0.2000 -2.8605 1.8759  -0.180
C -0.0842 -4.1508 2.2577  0.034
H 0.8641 -7.1257 1.0403  0.158
H 0.3320 -6.7416 2.6366  0.158
H 1.0007 -5.3674 -0.7308  0.142
H 0.7451 -2.9520 -1.3231  0.140
H -0.5400 -2.1277 2.6572  0.082
H -0.3125 -4.4612 3.2784  0.141


Formula: C11H24ClCuN3O5Ta
Source: OMol25
Level of theory: ωB97M-V with the def2-TZVPD basis set

E_HOMO	-15.8	eV
E	-3130.7770	hartree
gap between HOMO and LUMO	6.05	eV
charge	+2
LUMO	-9.7	eV

Last column: natural (NBO) charge in e.
Cartesian coordinates (Å):
N -1.4404 -1.6846 0.5383  -0.984
C -2.0387 -2.6369 1.1949  0.644
O -2.0546 -3.4601 2.1411  -0.334
Cu -3.1916 -2.3546 -0.3336  1.065
Ta -0.1897 -0.1804 0.3510  2.409
N -1.2398 0.9601 -0.9022  -0.732
N 1.7044 -0.7990 -0.0755  -0.691
C -2.6991 1.0486 -1.0105  0.110
C 2.7665 -1.3491 0.8388  0.131
C -3.1897 -0.0690 -1.9263  -0.559
C -3.1260 2.3816 -1.5997  -0.629
C -3.3222 0.9856 0.3964  -0.637
C 3.5578 -2.4388 0.1540  -0.630
C 3.7232 -0.2192 1.2132  -0.626
C 2.0975 -1.8857 2.0802  -0.636
H -2.7512 0.0606 -2.9172  0.259
H -4.2742 -0.0182 -2.0066  0.252
H -2.9198 -1.0988 -1.5992  0.059
H -2.7773 3.2395 -1.0258  0.244
H -4.2175 2.3468 -1.5418  0.241
H -2.8229 2.5173 -2.6428  0.234
H -3.2035 0.0252 0.9221  0.183
H -4.3955 1.2114 0.3169  0.257
H -2.8702 1.7855 0.9974  0.250
H 2.9108 -3.1756 -0.3104  0.223
H 4.1260 -2.9404 0.9326  0.246
H 4.2454 -2.0665 -0.5977  0.227
H 4.2123 0.1892 0.3172  0.224
H 4.4162 -0.6756 1.9200  0.248
H 3.1947 0.6245 1.6706  0.212
H 1.6607 -1.0519 2.6422  0.211
H 2.8856 -2.3439 2.6879  0.265
H 1.3160 -2.6272 1.8638  0.214
C 2.3252 -0.3377 -1.3290  -0.445
H 1.5616 -0.1519 -2.0752  0.204
H 2.8466 0.6156 -1.1030  0.224
H 2.9862 -1.0938 -1.8013  0.258
C -0.5200 1.7231 -1.9238  -0.437
H -0.5489 2.8053 -1.6962  0.240
H 0.5372 1.4324 -1.9821  0.224
H -0.9808 1.5113 -2.9082  0.226
O 1.4325 1.9994 2.9839  -0.636
Cl 0.3747 1.9548 2.0517  2.465
O -0.3584 0.5311 2.2299  -0.846
O -0.5946 2.9656 2.2326  -0.641
O 0.8455 1.7443 0.6315  -0.786


Formula: C11H24ClIN2O3PTc
Source: OMol25
Level of theory: ωB97M-V with the def2-TZVPD basis set

E_HOMO (spin up / spin down)	-18.9 / -19.0	eV
2S+1	4
E	-1947.4393	hartree
gap between HOMO and LUMO (spin up / spin down)	4.41 / 5.98	eV
charge	+3
LUMO (spin up / spin down)	-14.5 / -13.0	eV

Last column: natural (NBO) charge in e.
Cartesian coordinates (Å):
C -0.0170 -2.3620 -0.9757  -0.760
C 0.9908 -1.4926 -0.3067  0.517
H 0.3667 -3.3483 -1.2019  0.337
H -0.3634 -2.0350 -1.9511  0.218
H -0.8636 -2.6118 -0.3632  0.288
O 1.6591 -2.1688 0.5136  -0.498
I 3.4618 1.7704 0.8251  0.338
Tc -0.9244 0.4668 -1.1879  1.131
P -0.1739 0.9454 -3.2464  1.066
C 1.4424 1.4234 -3.9957  -0.906
C -0.7183 -0.4275 -4.3604  -0.915
H -2.1248 2.3081 -3.1473  0.264
H -1.0918 2.8610 -4.4878  0.324
H -0.6346 3.2422 -2.8529  0.277
C -1.1052 2.4848 -3.4755  -0.956
H -1.7547 -0.6805 -4.1205  0.270
H -0.6405 -0.1740 -5.4190  0.315
H 1.3838 1.6847 -5.0632  0.308
H 2.1733 0.6139 -3.9126  0.291
H -0.0655 -1.2941 -4.1942  0.275
H 1.8036 2.3018 -3.4528  0.268
C 1.1523 -0.3200 -1.2433  0.267
O 2.2827 -0.1722 -1.7106  -0.402
Cl -3.0814 0.0274 -1.5255  -0.083
C 2.2814 -0.5851 2.2787  -0.189
N 1.0534 -0.2968 2.8738  -0.330
C 1.2267 -0.1040 4.2899  -0.436
C -0.1323 -0.1077 2.2006  0.829
O -0.1869 -0.1888 0.9071  -0.776
N -1.3137 0.0879 2.8333  -0.319
C -1.6926 0.1270 4.2589  -0.429
C -2.4769 -0.0125 1.9694  -0.403
H 2.9908 -1.0539 2.9537  0.283
H 2.7407 0.3668 1.6466  0.051
H 2.1602 -1.3912 1.5280  0.322
H 0.9961 0.9149 4.5990  0.242
H 0.6916 -0.8317 4.9036  0.253
H 2.2882 -0.2543 4.4789  0.250
H -2.3491 0.9940 4.4535  0.257
H -2.2618 -0.7752 4.5502  0.254
H -0.7976 0.2092 4.8563  0.233
H -2.4812 0.7219 1.1599  0.186
H -2.5663 -1.0009 1.4967  0.227
H -3.3283 0.1374 2.6174  0.261